41
Properties=species:S:1:pos:R:3:forces:R:3 method="wB97M-V/def2-TZVPD" total_energy_ev=-56328.2832 homo_ev=-3.43 total_charge=-1
C 2.83752 -5.56422 -1.96178 0.0405 0.3972 0.4070
C 1.53437 -5.54254 -1.17847 -0.9012 0.1357 -0.0241
N 1.06448 -4.16437 -0.96204 -0.5256 -0.0562 -0.7848
C 1.83602 -3.17489 -0.43474 0.2353 0.5064 0.8027
C 0.97737 -2.21497 -0.03293 -0.5290 1.3878 -0.4112
N -0.29190 -2.54835 -0.44493 0.6400 -1.2228 -0.3686
C -0.21929 -3.76445 -0.99958 0.0528 -0.6850 1.2665
C -1.48468 -1.77192 -0.20296 -0.6604 -0.0448 0.3010
H 2.70043 -5.14651 -2.95934 -0.1732 -0.1086 -0.0359
H 3.26517 -6.56014 -2.04886 -0.1096 -0.0664 0.0854
H 3.55797 -4.91383 -1.46622 0.1960 -0.1952 0.0090
H 1.51717 -5.95884 -0.16987 0.7232 -0.2948 -0.1113
H 0.73457 -6.07243 -1.69752 0.0277 0.1154 -0.1564
H 2.90961 -3.18567 -0.33582 -0.0071 0.0130 0.0984
H 1.09277 -1.24466 0.41868 0.5761 -0.1628 0.0740
H -1.04285 -4.47146 -1.06469 -0.4783 0.3966 -0.5314
H -1.63026 -1.65977 0.87266 0.2207 -0.0702 0.0753
H -2.37528 -2.29411 -0.55802 0.1671 -0.3344 -0.1504
H -1.40432 -0.81004 -0.71201 0.1617 0.0373 -0.0678
C 1.39730 5.71575 1.92038 0.4988 0.0115 -0.2804
C 0.55570 5.67272 0.66087 0.9865 0.5286 -0.1831
N -0.57897 4.76176 0.72097 -1.2071 -0.3454 -0.1044
C -1.78760 5.05356 1.35371 0.4368 -0.5622 -0.0510
C -2.59560 3.99350 1.12141 -1.5319 0.1403 -0.0239
N -1.98522 3.12359 0.26733 2.0238 0.9069 0.1649
C -0.73939 3.58774 0.11218 0.5245 -0.0779 -0.6638
C -2.50679 1.92334 -0.35379 -0.2686 -0.9374 0.1102
H 1.83703 4.74482 2.15336 -0.6164 -0.2094 0.2767
H 0.86830 6.18010 2.74842 0.2117 -0.1758 0.2042
H 2.30830 6.26383 1.66812 -0.2749 0.5275 0.1805
H 1.26150 5.46536 -0.14490 -0.5569 -0.7416 -0.2647
H 0.16597 6.65277 0.38345 -0.1791 0.0176 0.3080
H -1.97357 5.95430 1.90973 0.1645 -0.0236 0.0596
H -3.59435 3.76376 1.45822 0.0096 0.3109 0.0232
H 0.05082 3.08429 -0.42319 -0.1043 -0.0067 -0.1316
H -3.17151 2.09608 -1.19873 -0.1972 0.5429 0.2927
H -3.00801 1.36410 0.43352 -0.0699 -0.2585 -0.2577
H -1.70527 1.32147 -0.77562 0.2321 0.0767 0.3963
Cl -1.41266 -3.92952 2.47072 0.2505 0.2898 -0.0190
Cl -3.64217 -4.64160 -1.03734 0.1871 0.2091 -0.3773
Cl 4.67731 -1.08854 0.48962 -0.1760 0.0281 -0.1369

42
Properties=species:S:1:pos:R:3:forces:R:3 method="wB97M-V/def2-TZVPD" spin_multiplicity=6 total_energy_ev=-38068.1080 homo_ev="-0.40 / -5.23" total_charge=-1
Y 0.33790 -0.92319 -0.19333 0.0272 0.3859 0.0365
Cl 0.18743 1.28105 -1.38724 0.2105 0.0779 -0.5847
C -1.90134 -1.02954 0.16463 -1.3093 -0.5248 -0.0755
H -2.27271 -1.83707 0.82282 0.2040 0.1030 -0.0411
H -2.34995 -1.27510 -0.82641 0.1155 0.1911 0.2441
H -2.41222 -0.11300 0.50316 0.2953 -0.0809 -0.1409
Ru 0.57485 0.03394 -3.90562 -0.5107 0.9413 1.7765
C -1.30526 0.59605 -4.55054 -1.3702 0.5164 -0.3273
C 2.30937 1.15220 -3.93816 1.3553 0.9998 0.0008
C 0.98573 -1.33341 -5.08319 0.9988 -3.5490 -2.6469
H 2.96778 0.70317 -3.16285 -0.0426 0.3047 -0.5072
H 2.82577 1.20160 -4.92738 -0.2952 -0.0415 0.8055
H 2.02000 2.16712 -3.58779 0.3578 -0.3951 -0.2902
H -2.02456 -0.06864 -4.02366 0.1437 0.3356 -0.4824
H -1.44932 1.62888 -4.16248 -0.1075 -0.4549 -0.3465
H -1.45994 0.56651 -5.65612 0.0324 -0.0201 0.8658
H 0.33462 -2.01440 -5.70518 -0.3141 0.8730 0.8177
H 1.97372 -1.77010 -5.41131 -0.2372 0.8777 0.8288
C -0.87714 2.09788 5.53369 -0.1969 0.7426 -0.0928
C -0.62471 0.62235 5.49574 0.0807 -0.8458 -0.2052
C 0.63751 0.15198 4.70155 -0.1087 -0.0284 -0.2759
C 1.97033 0.69340 5.31836 -0.1547 -0.8669 -0.1267
C 2.30989 2.13364 5.06556 0.2020 0.5637 -0.2498
C 0.69078 -1.39269 4.86756 -0.1150 0.1985 0.7492
O 0.70182 -1.97482 5.94801 -0.0074 0.8735 -1.3368
N 0.71097 -2.12505 3.69441 0.1226 -1.0189 0.3608
C 0.80115 -1.68802 2.41850 -0.4355 2.4892 -1.5060
O 0.87995 -2.48677 1.42174 0.3733 0.3385 1.8667
N 0.70706 -0.34217 2.18006 0.6285 -2.0832 -0.1843
C 0.49665 0.57416 3.18371 -0.6424 0.6912 -0.7627
O 0.15998 1.70362 2.82225 0.6501 -0.9791 1.2507
H -0.19344 2.61479 6.19036 0.1370 0.1106 0.2998
H -1.87924 2.30420 5.89213 -0.2553 -0.0660 0.1832
H -0.78957 2.54456 4.55148 0.0053 0.0331 -0.1068
H -0.54968 0.23467 6.52193 0.0792 -0.1009 -0.3091
H -1.49478 0.13507 5.03089 0.1554 -0.0091 0.1094
H 1.93199 0.48739 6.39816 -0.0341 -0.0391 -0.2559
H 2.78828 0.08069 4.90759 -0.1315 0.0435 0.1660
H 1.58997 2.82240 5.48589 -0.0585 0.0954 -0.0135
H 3.27336 2.36372 5.50736 0.2363 -0.0187 0.2005
H 2.40372 2.35930 4.00661 -0.1412 -0.0294 -0.1305
H 0.69439 -3.12065 3.76390 0.0573 -0.6348 0.4369

49
Properties=species:S:1:pos:R:3:forces:R:3 method="wB97M-V/def2-TZVPD" spin_multiplicity=2 total_energy_ev=-89557.6877 homo_ev="-7.47 / -7.93" total_charge=0
Ti -0.22651 0.59701 -1.16277 -0.7456 0.6271 0.7385
C -0.72788 -3.93869 -1.93721 -0.0108 0.0067 0.0963
N 0.25033 -3.64583 -0.89075 0.0407 0.0757 -0.1682
C 1.36058 -4.58629 -0.81322 -0.0254 -0.0575 0.0739
C 0.34183 -2.41235 -0.40039 -0.2372 0.3085 0.0435
O -0.45396 -1.51158 -0.73972 0.2962 -0.3502 -0.0523
C 1.38159 -2.10773 0.67007 0.0024 -0.1075 0.1030
O 1.05893 -0.97215 1.42405 -0.0616 0.0216 -0.0443
C -0.10981 -1.02723 2.18878 -0.0058 0.0018 0.0759
C -1.09947 0.05441 1.76816 0.0414 0.1107 -0.1120
O -0.88088 0.79694 0.79954 0.1438 -0.2127 0.0692
N -2.19688 0.20685 2.50318 0.0086 0.0639 0.0366
C -2.39896 -0.50764 3.75504 -0.0479 -0.0126 -0.0192
C -3.14920 1.26165 2.15523 -0.0101 -0.0305 0.0550
H -1.13039 -4.93553 -1.76012 -0.0086 0.0064 0.0039
H -0.24360 -3.90306 -2.91111 0.0008 -0.0120 -0.0321
H -1.52847 -3.20701 -1.90063 0.0013 0.0042 0.0056
H 0.97182 -5.58906 -0.97768 0.0113 0.0006 -0.0029
H 1.83676 -4.56915 0.16343 0.0182 0.0212 -0.0309
H 2.09536 -4.35669 -1.58677 0.0179 -0.0258 -0.0024
H 2.33673 -1.90117 0.18445 -0.0093 0.0492 -0.0041
H 1.50659 -2.97974 1.32141 0.0057 0.0293 0.0059
H 0.15326 -0.84336 3.23629 0.0078 -0.0294 -0.0050
H -0.60940 -2.00262 2.14850 0.0283 -0.0079 -0.0622
H -2.24901 -1.57938 3.63208 0.0236 -0.0005 0.0041
H -3.42695 -0.35286 4.07067 -0.0042 -0.0030 0.0025
H -1.74002 -0.13810 4.54349 0.0028 0.0040 -0.0029
H -3.00128 1.54742 1.11904 -0.0076 0.0044 0.0158
H -3.00389 2.13331 2.79508 0.0282 0.0094 -0.0281
H -4.15831 0.87650 2.29134 -0.0090 -0.0067 -0.0111
C 2.72960 3.38498 -0.13448 -0.0553 0.0179 -0.3603
C 1.45251 3.58221 0.61387 -0.5282 0.1433 0.5276
S 1.30776 3.10517 2.16710 0.1957 0.1114 -0.4725
C 0.28553 4.28910 -0.09208 -0.2470 -0.4953 0.6434
C 0.52564 4.93587 -1.41373 0.3726 0.1004 -0.0790
S -1.20000 4.26091 0.57346 0.2680 0.0920 -0.3015
H 3.36831 2.66806 0.36891 -0.0406 -0.0087 0.0819
H 3.26531 4.33630 -0.20928 -0.0530 0.0343 -0.0373
H 2.53281 3.02950 -1.14683 0.0077 0.0167 -0.0431
H 1.42933 5.54962 -1.38528 0.0421 -0.0347 -0.0617
H -0.31817 5.55381 -1.70182 -0.0561 -0.0240 0.0509
H 0.66097 4.16030 -2.17448 0.0533 0.0586 0.0900
F 1.54544 0.57607 -0.71485 -0.0557 -0.2149 -0.3091
Sb 0.30926 -0.62363 -3.84723 -0.0862 0.2360 0.4944
F -0.07675 2.04825 -2.23247 0.1984 -0.0835 -0.1940
F -2.01946 0.44026 -1.59124 0.2763 -0.1507 -0.0893
F -0.08596 0.35589 -5.46641 0.0924 -0.2955 -0.3666
F 1.33333 -2.27211 -3.38886 -0.0194 -0.0419 -0.3839
F 1.99561 0.21257 -3.91376 0.1390 0.0505 0.0579